[1]
16
Properties=species:S:1:pos:R:3:forces:R:3 method="wB97M-V/def2-TZVPD" total_charge=0 gap_ev=8.74 e_homo_ev=-7.90
C 1.72061 -0.85803 -0.20568 0.3057 -0.1049 -0.0618
C 0.59776 -0.40011 0.67216 0.5879 -0.4817 -0.1498
N 0.76086 1.01428 1.20480 0.0282 0.1938 0.1197
C -0.47386 1.21932 0.61788 -0.2267 -0.5352 -0.0032
O -1.45328 2.10615 0.87864 0.2107 0.2480 0.0818
C -0.65287 0.05721 -0.02821 0.5476 -0.2033 -0.3876
C -1.30573 -0.34104 -1.31226 0.0095 -0.1575 -0.0529
H 1.88076 -0.11918 -0.99691 0.0518 -0.1066 0.0820
H 1.46346 -1.81734 -0.66722 0.0829 0.0847 0.0419
H 2.64022 -0.97360 0.36692 0.1081 -0.0659 -0.0887
H 0.40196 -1.07715 1.51710 0.0888 0.1260 -0.1722
H 0.85614 1.18426 2.20255 -0.1043 -0.2013 -0.0050
H -2.03545 1.33409 0.76975 -1.7437 1.2876 0.2862
H -0.54998 -0.37070 -2.11081 -0.1666 -0.0530 0.0566
H -2.07733 0.37062 -1.63696 0.1995 -0.0867 0.2200
H -1.77326 -1.32878 -1.27177 0.0206 0.0561 0.0329


[2]
9
Properties=species:S:1:pos:R:3:forces:R:3 method="wB97M-V/def2-TZVPD" total_charge=0 s2=2.01 spin_multiplicity=3 gap_ev="4.83 / 6.64" e_homo_ev="-3.78 / -10.75"
C 0.15440 0.46417 -0.11194 0.9035 2.9377 1.9799
C 0.03829 -0.73019 0.80943 0.0793 3.7436 -1.3092
C -0.46075 -0.75725 -0.63877 -3.0541 2.6017 2.6582
F -0.88734 -0.62630 1.76728 -1.2113 -0.2617 1.0067
Cl 0.39260 -1.67532 -1.79562 3.1132 -3.6547 -4.2230
H -0.49547 1.47300 0.01458 1.0557 -2.5240 0.0148
H 1.15994 0.80993 -0.52249 -0.7766 -0.9426 0.2950
H 0.90059 -1.19670 1.23643 0.6321 -0.9970 -0.5820
H -1.47146 -0.53514 -0.90300 -0.7418 -0.9031 0.1597


[3]
13
Properties=species:S:1:pos:R:3:forces:R:3 method="wB97M-V/def2-TZVPD" total_charge=0 smiles="COCC(N)=S" gap_ev=8.99 e_homo_ev=-8.26
C -2.90504 -0.33730 -0.06358 -1.1669 0.2697 1.9814
O -1.62593 0.24392 -0.10481 -0.2499 -0.1115 -0.8099
C -0.53292 -0.61746 0.17120 -0.1075 0.5933 0.5688
C 0.74762 0.21418 0.00290 0.3786 -1.4908 0.1934
N 0.51100 1.50346 0.02773 0.7231 1.6695 0.1262
S 2.23652 -0.51440 -0.05472 -0.4265 0.2029 0.0230
H -3.18379 -0.43939 1.03788 0.1624 -0.3841 -1.2269
H -3.06406 -1.28684 -0.59221 0.6250 0.0799 0.1032
H -3.65961 0.35839 -0.45780 0.5780 0.0544 -0.1025
H -0.55244 -0.89549 1.25969 0.0079 -0.1841 -0.8766
H -0.57564 -1.48621 -0.48995 0.3314 -0.0095 0.2308
H -0.47367 1.75850 -0.01209 0.4406 0.4005 0.1142
H 1.29740 2.18939 0.11118 -1.2963 -1.0902 -0.3253